{"formula": "C30H25AuO4PS2Se2Si", "method": "ωB97M-V/def2-TZVPD", "species": ["Au", "Se", "P", "Se", "C", "C", "C", "C", "C", "C", "C", "C", "C", "C", "C", "C", "H", "H", "H", "H", "H", "H", "H", "H", "H", "H", "O", "S", "O", "O", "S", "O", "Si", "C", "C", "C", "C", "C", "C", "C", "C", "C", "C", "C", "C", "C", "C", "C", "C", "C", "C", "H", "H", "H", "H", "H", "H", "H", "H", "H", "H", "H", "H", "H", "H", "H"], "coordinates": [[1.464, -0.237, 2.696], [-0.986, -1.464, -1.061], [-1.168, -2.506, 0.789], [0.523, -2.502, 2.241], [-1.408, -4.272, 0.342], [-2.387, -4.588, -0.595], [-2.512, -5.892, -1.041], [-1.661, -6.875, -0.559], [-0.677, -6.553, 0.360], [-0.548, -5.252, 0.810], [-2.731, -2.075, 1.651], [-3.454, -3.078, 2.284], [-4.657, -2.776, 2.893], [-5.127, -1.473, 2.888], [-4.400, -0.469, 2.270], [-3.199, -0.767, 1.648], [-3.030, -3.808, -0.984], [-3.254, -6.149, -1.784], [-1.751, -7.891, -0.918], [0.008, -7.309, 0.715], [0.227, -4.976, 1.517], [-3.067, -4.087, 2.297], [-5.225, -3.560, 3.371], [-6.063, -1.243, 3.374], [-4.769, 0.547, 2.277], [-2.617, 0.009, 1.165], [3.330, 1.135, 3.252], [2.565, 1.273, 4.505], [1.213, 1.758, 4.255], [3.276, 1.883, 5.590], [2.191, -0.736, 4.935], [1.119, 0.667, 0.809], [1.334, 1.708, -0.332], [-0.182, 2.835, -0.590], [-1.424, 2.242, -0.773], [-2.559, 2.994, -1.007], [-2.466, 4.374, -1.048], [-1.240, 4.986, -0.856], [-0.111, 4.222, -0.614], [2.852, 2.868, -0.432], [3.723, 3.024, 0.634], [4.804, 3.888, 0.532], [5.023, 4.597, -0.636], [4.156, 4.448, -1.705], [3.079, 3.587, -1.600], [1.572, 0.731, -1.968], [2.423, -0.362, -1.973], [2.555, -1.147, -3.105], [1.820, -0.853, -4.242], [0.954, 0.226, -4.239], [0.849, 1.027, -3.114], [-1.488, 1.165, -0.760], [-3.511, 2.503, -1.153], [-3.346, 4.970, -1.243], [-1.162, 6.064, -0.888], [0.839, 4.715, -0.463], [3.567, 2.466, 1.544], [5.477, 4.007, 1.370], [5.872, 5.262, -0.721], [4.316, 5.002, -2.622], [2.409, 3.471, -2.441], [2.969, -0.606, -1.074], [3.223, -1.997, -3.102], [1.917, -1.466, -5.129], [0.348, 0.438, -5.111], [0.186, 1.880, -3.129]], "gap_ev": 5.278, "spin_multiplicity": 1, "homo_ev": -5.37, "fmax_ev_per_a": 2.9, "relative_energy_kcal_mol": 46.3, "charge": -1, "lumo_energy_ha": -0.00333, "energy_ha": -7825.09591}



{"formula": "C30H25BrClF4NO6P2PdS", "method": "ωB97M-V/def2-TZVPD", "species": ["Pd", "F", "C", "C", "F", "C", "F", "C", "P", "C", "C", "C", "C", "C", "C", "C", "C", "C", "C", "C", "C", "C", "Br", "C", "F", "H", "H", "H", "H", "H", "H", "H", "H", "H", "H", "C", "P", "C", "C", "O", "H", "H", "H", "H", "H", "H", "H", "H", "H", "O", "S", "O", "N", "C", "O", "C", "C", "C", "C", "C", "C", "H", "H", "H", "H", "Cl", "C", "C", "O", "O", "H", "H"], "coordinates": [[0.649, -0.043, 0.218], [5.585, 3.569, -3.472], [4.634, 3.275, -2.575], [3.846, 4.272, -2.048], [4.043, 5.543, -2.424], [2.869, 3.952, -1.119], [2.199, 5.000, -0.617], [2.612, 2.652, -0.711], [1.179, 2.149, 0.404], [1.941, 2.679, 2.002], [2.316, 1.653, 2.866], [2.903, 1.941, 4.093], [3.120, 3.257, 4.466], [2.746, 4.289, 3.611], [2.159, 4.002, 2.390], [-0.043, 3.484, 0.117], [-0.837, 3.896, 1.185], [-1.898, 4.771, 0.987], [-2.181, 5.245, -0.284], [-1.404, 4.824, -1.359], [-0.355, 3.941, -1.164], [3.471, 1.670, -1.221], [3.439, -0.121, -0.621], [4.456, 1.974, -2.143], [5.278, 1.040, -2.639], [2.093, 0.627, 2.594], [3.152, 1.130, 4.766], [3.559, 3.483, 5.431], [2.900, 5.321, 3.905], [1.856, 4.812, 1.738], [-0.642, 3.519, 2.182], [-2.508, 5.067, 1.832], [-3.012, 5.921, -0.444], [-1.633, 5.165, -2.361], [0.197, 3.567, -2.015], [-1.211, -4.184, -1.368], [-0.434, -2.682, -0.701], [0.399, -1.951, -2.109], [0.829, -3.332, 0.417], [-1.447, -1.801, -0.053], [-0.476, -4.867, -1.797], [-1.924, -3.889, -2.139], [-1.749, -4.688, -0.565], [1.181, -2.608, -2.496], [0.836, -0.976, -1.841], [-0.329, -1.721, -2.891], [1.372, -4.151, -0.061], [0.338, -3.681, 1.326], [1.517, -2.540, 0.717], [-0.773, -0.065, 6.797], [-1.140, -1.039, 5.789], [-1.789, -2.232, 6.295], [0.070, -1.376, 4.802], [-0.158, -0.964, 3.541], [0.664, -1.066, 2.623], [-1.535, -0.334, 3.370], [-2.158, 0.139, 2.226], [-3.425, 0.697, 2.348], [-4.060, 0.774, 3.585], [-3.447, 0.276, 4.729], [-2.190, -0.275, 4.584], [-1.671, 0.060, 1.259], [-3.922, 1.079, 1.465], [-5.048, 1.216, 3.652], [-3.934, 0.313, 5.695], [-3.995, 0.972, -3.659], [-2.574, 1.099, -2.542], [-1.197, 0.792, -3.172], [-1.132, 0.065, -4.175], [-0.276, 1.284, -2.475], [-2.747, 0.379, -1.744], [-2.591, 2.105, -2.134]], "gap_ev": 5.838, "spin_multiplicity": 1, "homo_ev": -1.81, "fmax_ev_per_a": 1.0, "relative_energy_kcal_mol": 0.0, "charge": -2, "lumo_energy_ha": 0.14786, "energy_ha": -6306.98972}



{"formula": "C30H25Cl2N5O6RhS", "method": "ωB97M-V/def2-TZVPD", "species": ["Rh", "C", "C", "N", "N", "C", "N", "S", "C", "C", "C", "C", "C", "N", "H", "H", "H", "H", "H", "H", "H", "H", "H", "H", "Cl", "C", "C", "C", "C", "C", "Cl", "C", "N", "C", "C", "C", "C", "C", "C", "C", "C", "O", "O", "H", "H", "H", "H", "H", "H", "H", "H", "H", "H", "O", "C", "O", "C", "C", "C", "C", "O", "C", "O", "C", "C", "H", "H", "H", "H", "H"], "coordinates": [[-1.185, -1.664, -0.272], [-0.126, -2.731, 3.726], [-0.445, -2.672, 2.273], [-1.046, -1.683, 1.719], [-1.472, -0.585, 2.400], [-2.011, 0.430, 1.673], [-2.210, 1.577, 2.297], [-2.384, 0.280, 0.004], [-0.089, -3.769, 1.323], [0.448, -4.976, 1.721], [0.682, -5.956, 0.759], [0.369, -5.706, -0.561], [-0.161, -4.466, -0.900], [-0.377, -3.537, 0.018], [0.192, -1.753, 4.092], [0.693, -3.417, 3.920], [-0.994, -3.062, 4.301], [-1.119, -0.425, 3.333], [-1.833, 1.752, 3.217], [-2.453, 2.383, 1.735], [0.674, -5.165, 2.759], [1.101, -6.909, 1.053], [0.534, -6.446, -1.331], [-0.417, -4.187, -1.915], [3.165, 4.983, 2.401], [2.577, 4.168, 3.806], [2.859, 4.697, 5.054], [2.446, 4.036, 6.199], [1.737, 2.851, 6.095], [1.443, 2.358, 4.838], [0.513, 0.871, 4.749], [1.850, 2.981, 3.655], [1.581, 2.438, 2.401], [0.741, 3.064, 1.469], [-0.034, 4.172, 1.817], [-0.916, 4.730, 0.905], [-1.051, 4.181, -0.364], [-0.263, 3.095, -0.717], [0.648, 2.538, 0.174], [1.516, 1.385, -0.287], [1.010, 0.085, 0.307], [1.051, -0.116, 1.515], [0.544, -0.794, -0.559], [3.427, 5.614, 5.118], [2.677, 4.443, 7.173], [1.401, 2.319, 6.974], [1.578, 1.425, 2.334], [0.057, 4.596, 2.809], [-1.496, 5.599, 1.189], [-1.743, 4.605, -1.079], [-0.355, 2.660, -1.705], [2.545, 1.516, 0.056], [1.496, 1.332, -1.372], [-1.779, 0.177, -2.674], [-1.450, -0.940, -3.029], [-1.354, -1.971, -2.206], [-1.135, -1.274, -4.445], [-0.146, -2.199, -4.747], [0.198, -2.489, -6.070], [-0.509, -1.834, -7.046], [-0.379, -1.946, -8.396], [-1.343, -1.059, -8.970], [-2.032, -0.413, -7.900], [-1.502, -0.912, -6.745], [-1.834, -0.597, -5.456], [0.382, -2.687, -3.939], [0.980, -3.192, -6.319], [-2.053, -1.635, -9.565], [-0.829, -0.312, -9.576], [-2.588, 0.139, -5.218]], "gap_ev": 5.333, "spin_multiplicity": 1, "homo_ev": -9.91, "fmax_ev_per_a": 0.5, "relative_energy_kcal_mol": 0.0, "charge": 1, "lumo_energy_ha": -0.16810, "energy_ha": -3312.41367}



{"formula": "C30H25Cl2N7O3OsS", "method": "ωB97M-V/def2-TZVPD", "species": ["Os", "O", "N", "C", "C", "C", "C", "C", "S", "H", "H", "H", "H", "C", "C", "N", "C", "C", "N", "C", "N", "N", "N", "C", "C", "C", "C", "C", "C", "H", "H", "H", "H", "H", "H", "H", "H", "H", "H", "H", "Cl", "C", "C", "C", "C", "C", "Cl", "C", "N", "C", "C", "C", "C", "C", "C", "C", "C", "O", "O", "H", "H", "H", "H", "H", "H", "H", "H", "H", "H"], "coordinates": [[-0.398, 0.114, 0.922], [1.704, -0.405, 0.642], [2.374, -0.953, 1.658], [3.622, -1.391, 1.382], [4.395, -1.959, 2.355], [3.874, -2.081, 3.644], [2.601, -1.634, 3.902], [1.824, -1.058, 2.891], [0.213, -0.492, 3.185], [3.925, -1.253, 0.355], [5.387, -2.303, 2.105], [4.462, -2.526, 4.433], [2.160, -1.715, 4.884], [1.713, 2.880, 1.869], [0.563, 3.137, 0.965], [-0.243, 2.224, 0.435], [-1.178, 2.897, -0.334], [-0.925, 4.221, -0.268], [0.175, 4.359, 0.555], [0.813, 5.635, 0.860], [1.198, 6.312, -0.337], [0.571, 7.473, -0.678], [1.022, 7.893, -1.787], [1.975, 7.001, -2.238], [2.746, 7.013, -3.402], [3.612, 5.962, -3.589], [3.716, 4.918, -2.646], [2.963, 4.893, -1.494], [2.090, 5.969, -1.311], [1.849, 1.807, 1.979], [1.541, 3.307, 2.857], [2.634, 3.303, 1.465], [-1.952, 2.376, -0.868], [-1.402, 5.069, -0.726], [1.668, 5.445, 1.509], [0.107, 6.288, 1.372], [2.656, 7.817, -4.119], [4.228, 5.929, -4.476], [4.410, 4.111, -2.838], [3.049, 4.084, -0.784], [-8.455, -0.609, 0.715], [-7.903, 1.028, 0.755], [-8.833, 2.031, 0.965], [-8.417, 3.344, 1.107], [-7.069, 3.658, 1.047], [-6.150, 2.653, 0.818], [-4.465, 3.065, 0.718], [-6.536, 1.314, 0.649], [-5.576, 0.326, 0.449], [-5.580, -0.577, -0.600], [-6.371, -0.332, -1.732], [-6.328, -1.186, -2.811], [-5.497, -2.301, -2.790], [-4.716, -2.555, -1.675], [-4.749, -1.725, -0.564], [-3.910, -2.074, 0.650], [-2.699, -1.180, 0.713], [-2.791, -0.023, 1.199], [-1.583, -1.576, 0.241], [-9.878, 1.768, 1.042], [-9.146, 4.124, 1.277], [-6.726, 4.676, 1.165], [-4.695, 0.447, 0.937], [-6.992, 0.554, -1.760], [-6.932, -0.977, -3.682], [-5.460, -2.969, -3.639], [-4.079, -3.429, -1.653], [-3.580, -3.109, 0.587], [-4.487, -1.934, 1.566]], "gap_ev": [6.636, 4.755], "spin_multiplicity": 6, "s2": 8.76, "homo_ev": [-9.60, -9.60], "fmax_ev_per_a": 0.9, "charge": 1, "lumo_energy_ha": [-0.10907, -0.17817], "energy_ha": -3176.17672}